No. 1
Formula: C35H27B2Br4CaN13O2SSe
Source: the Open Molecules 2025 dataset
Level of theory: wB97M-V/def2-TZVPD

Geometry as ORCA input:
```
! wB97M-V def2-TZVPD RIJCOSX def2/J DEFGRID3
* xyz -2 1
Ca -0.406 -0.887 -0.656
B 3.543 -1.210 1.270
N 3.023 -2.278 0.287
C 3.631 -3.450 0.032
C 2.907 -4.126 -0.928
C 1.837 -3.266 -1.210
N 1.917 -2.154 -0.482
N 2.527 -0.870 2.387
C 2.761 -0.986 3.708
C 1.703 -0.426 4.391
C 0.851 0.017 3.369
N 1.347 -0.253 2.165
H 4.521 -1.683 1.818
H 3.812 -0.196 0.670
H 4.535 -3.708 0.561
H 3.112 -5.092 -1.357
H 1.003 -3.387 -1.888
H 3.666 -1.460 4.052
H 1.564 -0.352 5.457
H -0.098 0.517 3.466
Se -3.213 5.999 3.877
N -2.342 5.785 2.323
C -2.212 4.505 2.131
C -1.564 3.921 0.964
C -1.063 4.716 -0.069
C -0.506 4.098 -1.157
C -0.450 2.703 -1.190
N -0.899 1.935 -0.202
C -1.459 2.532 0.856
C -2.015 1.649 1.912
N -1.865 0.332 1.750
C -2.376 -0.474 2.668
C -3.059 -0.023 3.796
C -3.200 1.331 3.982
C -2.668 2.193 3.025
C -2.772 3.640 3.160
N -3.344 4.232 4.166
H -1.135 5.793 0.009
H -0.107 4.660 -1.991
H -0.057 2.169 -2.047
H -2.226 -1.533 2.515
H -3.452 -0.737 4.507
H -3.708 1.743 4.844
Br -2.371 -2.720 -7.373
C -1.672 -1.752 -5.894
C -1.353 -0.418 -6.019
Br -1.609 0.501 -7.663
C -0.840 0.272 -4.899
Br -0.388 2.120 -4.993
C -0.643 -0.336 -3.662
O -0.179 0.273 -2.620
C -0.981 -1.749 -3.526
O -0.787 -2.308 -2.387
C -1.485 -2.401 -4.656
Br -1.879 -4.245 -4.429
B -3.469 -2.999 0.012
N -3.756 -1.482 -0.232
C -4.952 -0.889 -0.078
C -4.901 0.372 -0.646
C -3.592 0.460 -1.138
N -2.912 -0.649 -0.877
N -2.288 -3.224 1.022
C -2.302 -4.064 2.068
C -1.035 -4.098 2.629
C -0.291 -3.224 1.829
N -1.053 -2.706 0.868
H -4.457 -3.450 0.564
H -3.216 -3.537 -1.032
H -5.757 -1.424 0.400
H -5.690 1.102 -0.710
H -3.106 1.266 -1.667
H -3.213 -4.578 2.327
H -0.701 -4.668 3.479
H 0.747 -2.931 1.905
S 2.669 2.011 -1.316
C 4.295 2.203 -1.520
N 5.181 1.624 -0.635
C 6.527 1.713 -0.706
C 7.131 2.422 -1.691
C 6.288 3.033 -2.662
C 4.938 2.923 -2.589
H 4.746 1.014 0.059
H 7.067 1.181 0.066
H 8.207 2.494 -1.737
H 6.733 3.585 -3.482
H 4.287 3.365 -3.331
*
```

Properties
- Gap between HOMO and LUMO: 4.46 eV
- LUMO: 3.027 eV

Atom charges from the Mulliken analysis, given in e for atoms 1 to 8: number 1, Ca, carries 2.152; number 2, B, carries 0.674; number 3, N, carries -0.353; number 4, C, carries -0.220; number 5, C, carries -1.359; number 6, C, carries -0.465; number 7, N, carries 0.445; number 8, N, carries -0.099

***

No. 2
Formula: C4H10N2O
Source: the Open Molecules 2025 dataset
Level of theory: wB97M-V/def2-TZVPD

Geometry as ORCA input:
```
! wB97M-V def2-TZVPD RIJCOSX def2/J DEFGRID3
* xyz 0 1
N 2.770 1.232 0.039
C 1.316 1.529 0.019
C 0.504 0.293 0.236
N -0.782 0.155 -0.328
C -1.901 -0.826 0.289
C -2.568 -1.577 -0.864
O 0.923 -0.646 0.919
H 2.930 1.006 -0.990
H 2.986 0.390 0.665
H 0.892 1.750 -0.904
H 1.145 2.326 0.743
H -1.062 0.394 -1.293
H -1.192 -1.409 1.007
H -2.531 -0.158 0.834
H -2.789 -0.933 -1.703
H -2.253 -2.595 -1.182
H -3.529 -1.825 -0.583
*
```

Properties
- Gap between HOMO and LUMO: 10.35 eV
- SMILES: CCNC(=O)CN
- LUMO: 0.923 eV

Atom charges from the Mulliken analysis, given in e for atoms 1 to 8: number 1, N, carries -0.603; number 2, C, carries -0.644; number 3, C, carries 0.662; number 4, N, carries -0.320; number 5, C, carries -0.206; number 6, C, carries -1.172; number 7, O, carries -0.633; number 8, H, carries 0.289

***

No. 3
Formula: C36H33IrN6O3PS
Source: the Open Molecules 2025 dataset
Level of theory: wB97M-V/def2-TZVPD

Geometry as ORCA input:
```
! wB97M-V def2-TZVPD RIJCOSX def2/J DEFGRID3
* xyz 1 1
Ir 0.198 0.654 -0.373
O -1.276 3.069 -0.330
C -1.382 1.864 -0.271
C -2.744 1.233 -0.188
C -3.889 2.019 -0.297
C -5.138 1.423 -0.244
C -5.250 0.043 -0.091
C -4.111 -0.741 0.011
C -2.858 -0.138 -0.024
P -1.275 -1.004 0.038
C -1.528 -2.348 -1.145
C -1.338 -3.688 -0.828
C -1.548 -4.662 -1.795
C -1.940 -4.303 -3.075
C -2.134 -2.963 -3.395
C -1.933 -1.988 -2.432
C -1.131 -1.801 1.655
C -2.151 -1.811 2.599
C -1.947 -2.412 3.835
C -0.731 -3.011 4.126
C 0.290 -3.004 3.185
C 0.095 -2.395 1.957
H -3.782 3.086 -0.443
H -6.031 2.026 -0.339
H -6.228 -0.420 -0.065
H -4.194 -1.817 0.102
H -1.038 -3.979 0.169
H -1.405 -5.705 -1.543
H -2.103 -5.065 -3.826
H -2.446 -2.680 -4.391
H -2.076 -0.943 -2.684
H -3.106 -1.350 2.381
H -2.744 -2.416 4.568
H -0.576 -3.480 5.088
H 1.244 -3.462 3.412
H 0.907 -2.363 1.237
N 3.368 0.575 0.480
C 3.656 -0.779 0.543
C 4.590 -1.313 1.398
C 4.887 -2.690 1.391
C 4.301 -3.521 0.479
C 3.331 -3.005 -0.411
C 2.739 -3.792 -1.428
C 1.827 -3.230 -2.270
C 1.418 -1.903 -2.027
N 1.910 -1.159 -1.070
C 2.937 -1.652 -0.321
H 3.368 0.982 -0.442
H 3.851 1.155 1.147
H 5.136 -0.650 2.058
H 5.631 -3.073 2.077
H 4.577 -4.566 0.411
H 3.045 -4.826 -1.538
H 1.376 -3.783 -3.082
H 0.641 -1.453 -2.631
C 2.887 5.495 -1.756
N 2.208 4.234 -2.042
C 1.849 3.895 -3.310
C 1.173 2.763 -3.606
C 0.867 1.927 -2.498
O 0.186 0.837 -2.515
N 1.284 2.251 -1.261
C 1.883 3.427 -0.948
O 2.159 3.789 0.189
H 3.255 5.914 -2.689
H 3.718 5.314 -1.080
H 2.203 6.198 -1.282
H 2.134 4.606 -4.073
H 0.872 2.507 -4.608
S 0.714 0.929 1.937
C -0.264 2.302 2.321
N -1.517 2.268 2.760
C -2.081 3.609 2.914
C -0.915 4.507 2.434
N 0.162 3.542 2.206
H -1.977 1.401 2.979
H -2.346 3.799 3.953
H -2.969 3.723 2.293
H -0.624 5.240 3.184
H -1.153 5.015 1.502
H 0.999 3.723 1.649
*
```

Properties
- Gap between HOMO and LUMO: 7.92 eV
- LUMO: -2.114 eV

Atom charges from the Mulliken analysis, given in e for atoms 1 to 8: number 1, Ir, carries 4.366; number 2, O, carries -0.658; number 3, C, carries -0.492; number 4, C, carries -0.174; number 5, C, carries -0.349; number 6, C, carries -0.783; number 7, C, carries -0.765; number 8, C, carries -0.370

***

No. 4
Formula: C4H12NO2S
Source: the Open Molecules 2025 dataset
Level of theory: wB97M-V/def2-TZVPD

Geometry as ORCA input:
```
! wB97M-V def2-TZVPD RIJCOSX def2/J DEFGRID3
* xyz -1 1
C 2.216 -0.843 -0.359
C 0.678 -0.810 -0.438
C 0.250 0.433 -1.220
S -1.475 0.522 -1.722
N 0.145 -0.868 0.914
C -1.336 -0.912 0.962
O -1.944 0.280 0.851
H 2.523 -1.802 0.059
H 2.688 -0.693 -1.357
H 2.596 -0.053 0.273
H 0.339 -1.743 -0.932
H 0.469 1.268 -0.581
H 0.787 0.498 -2.170
H -1.971 0.465 -0.448
H 0.389 0.003 1.351
H -1.615 -1.629 0.157
H -1.567 -1.439 1.893
H -0.656 2.927 0.420
H -1.400 1.711 1.114
O -1.115 2.685 1.233
*
```

Properties
- Gap between HOMO and LUMO: 7.60 eV
- LUMO: 3.699 eV

Atom charges from the Mulliken analysis, given in e for atoms 1 to 8: number 1, C, carries -1.487; number 2, C, carries 0.271; number 3, C, carries -0.559; number 4, S, carries -0.438; number 5, N, carries -0.429; number 6, C, carries -0.645; number 7, O, carries -0.778; number 8, H, carries 0.367

***

Which value of gap between HOMO and LUMO does entry 1 give?
4.46 eV

***

Which value of LUMO does entry 2 give?
0.923 eV

***

Which of these has the lowest LUMO?
C36H33IrN6O3PS